1.
ORCA calculation (ωB97M-V with the def2-TZVPD basis set) on one molecule with the formula C5H4S3 in a non-equilibrium geometry.

XYZ file:
```
12
Properties=species:S:1:pos:R:3:forces:R:3:lowdin_charge:R:1
C -1.8499 -0.0307 -0.0902 2.11 -0.56 -1.31 -1.158
C -1.0300 0.6767 0.9724 2.32 -1.04 -1.31 -0.472
C 0.6560 -1.0394 0.1245 -1.06 -1.50 0.62 -0.936
C 1.5739 -0.1700 -0.4709 2.58 3.63 -2.92 -0.263
C 2.2686 0.5587 -1.1742 -1.74 -2.18 2.09 0.160
H -0.1431 1.2488 0.4538 -2.30 -0.27 0.80 0.107
H -1.6343 1.2168 1.6587 -0.21 0.60 0.54 0.065
H 1.2179 -1.9385 0.2737 -0.15 -1.12 -0.02 0.072
H 2.9608 1.0711 -1.7740 0.34 0.45 -0.28 0.025
S -3.2263 0.3541 -0.7952 -0.81 0.30 0.39 0.683
S 0.0399 -0.6409 1.7526 -0.73 0.94 0.43 0.854
S -0.8335 -1.3069 -0.9312 -0.36 0.74 0.96 0.865
```
Positions in Å, forces in eV/Å.

Summary:
- highest occupied orbital energy (eV) = -8.8
- SMILES = C#C[C@H]1SCC(=S)S1
- relative energy (zero: lowest compared OMol25 entry of this formula, charge and spin) (eV) = 2.187
- DFT total energy (eV) = -37752.4579
- frontier orbital gap (eV) = 8.3

---

2.
ORCA calculation (ωB97M-V with the def2-TZVPD basis set) on C37H43F3N4O5SScSe as an isolated structure.

XYZ file:
```
95
Properties=species:S:1:pos:R:3:forces:R:3:lowdin_charge:R:1
Sc -0.2679 -0.4302 0.5089 -0.05 0.05 0.72 0.782
C -1.7989 1.7208 3.0405 0.02 0.03 0.03 -0.186
C -0.3236 1.7777 3.4485 -0.01 0.05 0.03 -0.248
N 0.3710 0.5295 3.1912 -0.02 0.01 -0.09 -0.139
C 0.4007 -0.4188 4.2832 -0.02 -0.04 -0.01 -0.282
C -0.9565 -1.0600 4.5453 0.01 0.02 0.01 -0.421
S -1.7005 -1.7866 3.0534 0.00 -0.02 -0.01 0.918
C -3.2783 -0.8892 2.9286 0.00 0.00 -0.01 -0.430
C -3.2971 0.2114 1.8618 -0.04 0.00 0.01 -0.260
N -2.0397 0.9603 1.8083 0.02 -0.07 -0.06 -0.129
H -2.3761 1.2559 3.8375 -0.02 0.00 0.01 0.088
H -2.1834 2.7427 2.9528 0.01 0.00 -0.02 0.126
H 0.1752 2.5640 2.8852 -0.01 -0.02 0.00 0.037
H -0.2744 2.0610 4.5111 0.01 0.00 0.00 0.119
H 1.3004 0.6958 2.8261 0.03 0.01 0.03 0.050
H 1.1133 -1.1961 4.0166 0.03 -0.03 -0.02 0.089
H 0.7352 0.0426 5.2269 0.00 0.01 -0.02 0.119
H -0.8377 -1.8565 5.2804 0.00 0.00 -0.01 0.073
H -1.6638 -0.3437 4.9626 0.01 -0.01 0.00 0.064
H -4.0517 -1.6183 2.6870 0.01 0.00 -0.01 0.072
H -3.5178 -0.5069 3.9203 0.00 0.00 0.01 0.066
H -3.4608 -0.2286 0.8796 0.02 0.00 0.01 0.093
H -4.1568 0.8647 2.0708 0.01 0.01 0.00 0.126
H -2.0563 1.5765 1.0029 -0.04 0.05 0.03 0.080
O -5.9583 -3.3757 -2.8599 0.04 0.00 -0.05 0.005
C -5.2356 -2.4273 -2.5597 -0.11 0.02 0.20 -0.681
O -5.4080 -1.1835 -2.7054 -0.02 -0.06 -0.02 -0.052
C -3.9288 -2.6794 -1.8159 0.08 -0.01 -0.04 -0.095
C -3.9186 -3.0062 -0.4630 -0.01 -0.01 -0.04 0.012
C -2.7565 -2.8376 0.2623 0.01 -0.04 0.03 -0.155
N -1.6291 -2.3353 -0.2528 -0.10 -0.11 -0.10 0.066
C -1.6003 -2.2068 -1.5888 0.05 0.05 0.07 -0.190
C -2.6984 -2.3977 -2.4005 -0.04 -0.03 0.01 0.054
C -0.3329 -1.6062 -2.1608 0.06 -0.02 -0.09 -0.571
O -0.1330 -1.6223 -3.3614 0.02 -0.02 0.01 0.077
O 0.4218 -1.0556 -1.2667 0.00 0.08 -0.22 -0.148
H -4.8249 -3.3316 0.0318 -0.01 -0.01 -0.02 0.123
H -2.7358 -3.0906 1.3142 -0.01 0.04 0.00 0.048
H -2.5997 -2.2056 -3.4601 0.00 0.02 0.00 0.139
O -1.9181 0.4096 -0.7843 0.06 0.36 -0.35 -0.114
C -2.1432 0.8531 -1.9440 -0.28 -0.19 0.12 -0.400
C -1.1008 1.5547 -2.7774 0.01 0.01 0.08 -0.064
C -1.4876 2.9565 -3.3141 0.04 -0.04 -0.03 -0.153
C -2.9452 3.3750 -3.1353 0.00 0.06 0.03 -0.207
C -3.9303 2.5540 -3.9606 0.00 -0.01 -0.01 -0.175
C -3.6483 1.0565 -3.8615 -0.03 -0.01 -0.09 -0.159
N -3.3285 0.6509 -2.5024 -0.01 -0.04 0.03 0.122
H -0.8886 0.8714 -3.6026 0.03 -0.03 -0.03 0.122
H -0.1864 1.6121 -2.1950 0.02 -0.01 0.09 0.084
H -1.2186 3.0129 -4.3726 -0.03 -0.01 0.00 0.118
H -0.8618 3.6886 -2.8109 0.11 0.08 0.08 0.089
H -3.0490 4.4313 -3.3965 0.02 0.00 0.01 0.107
H -3.2081 3.3013 -2.0753 -0.01 0.00 -0.01 0.112
H -3.8702 2.8435 -5.0138 0.00 0.00 0.00 0.111
H -4.9503 2.7629 -3.6291 0.00 -0.01 0.00 0.110
H -2.8251 0.7809 -4.5262 0.01 0.01 0.02 0.125
H -4.5157 0.4683 -4.1545 0.03 -0.01 0.02 0.113
H -4.0187 0.0107 -2.0845 0.10 0.05 -0.11 0.125
C 3.9732 3.5400 -4.7580 0.01 0.00 0.00 -0.063
C 3.3096 3.1787 -3.4558 -0.02 0.00 0.01 -0.283
C 2.5033 4.0835 -2.7797 0.02 0.00 -0.02 -0.034
C 1.8590 3.7458 -1.5946 -0.07 0.03 -0.01 -0.326
C 1.0526 4.7977 -0.8807 -0.05 -0.01 -0.06 -0.114
C 1.9986 2.4492 -1.0746 -0.04 -0.01 0.03 -0.513
Se 0.9847 2.0164 0.5012 0.17 -0.09 -0.09 0.797
C 2.8812 1.5513 -1.6924 0.01 -0.05 -0.02 -0.277
C 3.2252 0.2001 -1.1282 0.03 0.01 -0.10 -0.070
C 3.5000 1.9320 -2.8810 0.01 0.02 0.02 -0.021
H 3.7527 4.5706 -5.0381 0.00 0.00 0.00 0.067
H 3.6297 2.8915 -5.5666 0.00 0.00 0.00 0.077
H 5.0581 3.4327 -4.6938 0.00 0.00 0.00 0.074
H 2.3708 5.0839 -3.1811 0.00 0.00 0.00 0.106
H 1.0675 5.7350 -1.4389 0.01 0.00 -0.01 0.070
H 1.4546 4.9773 0.1187 0.00 0.00 0.00 0.067
H 0.0166 4.4868 -0.7348 -0.01 -0.02 -0.02 0.046
H 2.9725 0.1239 -0.0757 -0.04 -0.01 0.10 0.025
H 4.2967 0.0196 -1.2441 -0.01 -0.01 -0.02 0.079
H 2.6819 -0.5899 -1.6464 0.01 0.02 0.03 0.076
H 4.1604 1.2185 -3.3658 0.00 0.00 0.00 0.120
F 5.9517 -5.7296 5.8468 0.02 -0.01 -0.04 0.124
C 6.1409 -5.6807 4.5072 0.01 0.00 0.01 -0.579
F 7.4060 -5.2660 4.3109 -0.03 -0.02 0.01 0.125
F 6.0798 -6.9618 4.0795 0.01 0.03 0.02 0.127
C 5.1322 -4.8106 3.8291 0.00 0.01 -0.01 -0.144
C 5.5159 -3.6945 3.1003 0.00 -0.01 0.00 -0.015
C 4.5564 -2.9066 2.4875 0.00 0.01 0.00 -0.016
C 3.1973 -3.2181 2.5935 0.02 0.00 0.00 -0.248
C 2.8290 -4.3516 3.3317 0.01 -0.01 -0.01 -0.019
C 3.7854 -5.1389 3.9413 -0.01 0.00 0.01 -0.020
C 2.2049 -2.3976 1.9755 -0.01 0.01 0.00 -0.141
C 1.3491 -1.6932 1.4641 -0.05 -0.04 -0.07 -0.071
H 6.5633 -3.4413 3.0097 0.00 0.00 0.00 0.115
H 4.8480 -2.0367 1.9146 0.00 0.00 0.00 0.117
H 1.7799 -4.6043 3.4096 0.00 0.00 0.00 0.116
H 3.4890 -6.0138 4.5067 0.00 0.00 0.00 0.121
```
Positions in Å, forces in eV/Å.

Summary:
- highest occupied orbital energy (eV) = -5.2
- charge = -1
- relative energy (zero: lowest compared OMol25 entry of this formula, charge and spin) (eV) = 0.325
- DFT total energy (eV) = -160307.1770
- frontier orbital gap (eV) = 7.1

---

3.
ORCA calculation (ωB97M-V with the def2-TZVPD basis set) on C38H38IrN2O4PS4Sb as an isolated structure in a non-equilibrium geometry.

XYZ file:
```
89
Properties=species:S:1:pos:R:3:forces:R:3:lowdin_charge:R:1
Ir 1.5712 0.1629 0.6098 -1.25 -0.16 0.56 0.737
C -2.8882 -1.5026 -4.4561 0.03 -0.12 -0.04 -0.053
C -1.6063 -1.6571 -3.6849 -0.02 0.01 -0.03 -0.262
C -0.4715 -0.9258 -4.0150 -0.05 -0.01 0.01 -0.025
C 0.7191 -1.1026 -3.3228 0.15 0.04 -0.01 -0.071
C 0.7662 -2.0170 -2.2883 0.13 0.02 0.13 -0.280
C -0.3574 -2.7515 -1.9350 -0.03 -0.03 -0.01 -0.042
C -1.5365 -2.5700 -2.6321 0.11 -0.02 -0.06 -0.037
S 2.2475 -2.2615 -1.3366 0.21 0.08 0.05 0.581
O 2.6666 -3.6294 -1.4824 -0.13 -0.09 0.03 -0.289
O 3.1968 -1.2300 -1.6695 -0.22 -0.11 -0.19 -0.352
N 1.7380 -1.9438 0.1790 0.32 0.83 -0.48 -0.269
C 1.5517 -2.8634 1.1813 -0.01 -0.50 0.07 -0.270
C 1.3519 -4.2256 1.0238 0.01 0.35 -0.03 -0.021
C 1.1233 -5.0470 2.1370 0.02 0.00 0.17 -0.072
C 1.1207 -4.5498 3.4125 0.02 -0.21 0.07 -0.067
C 1.3768 -3.1798 3.6266 0.05 0.21 -0.22 -0.164
C 1.4620 -2.5815 4.9022 -0.07 0.08 0.03 -0.001
C 1.7274 -1.2446 5.0134 0.03 -0.05 0.09 -0.042
C 1.9224 -0.4885 3.8468 0.02 0.01 -0.17 -0.139
N 1.8516 -1.0151 2.6486 0.01 0.08 0.07 -0.015
C 1.5834 -2.3347 2.5103 -0.04 -0.33 0.05 -0.177
H -2.8266 -0.6751 -5.1610 -0.02 -0.04 0.01 0.066
H -3.7294 -1.3244 -3.7835 0.02 -0.05 -0.09 0.062
H -3.1063 -2.4151 -5.0146 0.00 0.00 -0.03 0.087
H -0.5140 -0.2027 -4.8206 -0.02 0.00 -0.01 0.115
H 1.6056 -0.5359 -3.5772 -0.02 0.02 0.05 0.097
H -0.3025 -3.4594 -1.1177 -0.08 -0.01 0.07 0.109
H -2.4118 -3.1465 -2.3563 0.07 0.01 -0.08 0.101
H 1.4016 -4.6445 0.0304 -0.08 -0.08 0.06 0.095
H 0.9464 -6.1024 1.9727 0.01 -0.01 0.00 0.110
H 0.9419 -5.1934 4.2650 0.02 -0.01 0.00 0.111
H 1.3158 -3.1928 5.7849 -0.01 0.00 0.00 0.120
H 1.8005 -0.7573 5.9756 0.00 -0.03 0.02 0.106
H 2.1489 0.5703 3.8964 -0.04 0.01 0.01 0.076
C 2.4470 5.0679 -2.4164 0.11 -0.14 0.26 -0.088
C 3.7085 4.5945 -1.7153 0.03 -0.01 0.00 -0.268
O 3.4303 3.9398 -0.4557 -0.22 -0.11 -0.14 -0.339
P 3.2004 2.3622 -0.3088 0.48 0.76 -0.48 -0.115
S 2.9089 2.0800 1.6545 -0.19 -0.50 -0.59 0.324
S 1.7361 1.6900 -1.4993 0.36 -0.12 0.58 0.342
O 4.5996 1.7893 -0.8323 -0.22 0.13 0.26 -0.327
C 5.3948 0.7862 -0.1704 0.15 -0.10 0.04 -0.294
C 6.3772 1.4175 0.7989 -0.18 0.04 -0.22 -0.080
H 2.7152 5.6861 -3.2744 0.01 0.00 0.02 0.080
H 1.8393 5.6538 -1.7263 -0.01 0.04 -0.05 0.083
H 1.8648 4.2185 -2.7597 -0.11 -0.05 -0.07 0.021
H 4.3268 5.4490 -1.4439 0.07 -0.05 -0.01 0.117
H 4.2951 3.9263 -2.3492 0.00 0.02 0.02 0.113
H 5.9176 0.2701 -0.9735 -0.08 -0.05 -0.01 0.122
H 4.7445 0.0616 0.3233 -0.04 0.05 -0.01 0.082
H 7.0402 2.1000 0.2660 0.03 -0.01 0.03 0.079
H 6.9758 0.6404 1.2760 0.00 0.01 0.00 0.080
H 5.8419 1.9769 1.5628 0.03 0.00 0.10 0.044
S -0.6082 0.6849 1.0718 0.76 0.27 -0.05 0.139
Sb -3.0312 0.5099 0.3713 0.41 -0.10 -0.03 1.437
C -2.7257 -1.7402 0.7457 -0.38 0.63 -0.08 -0.353
C -2.0252 -2.1832 1.8538 0.12 -0.04 0.03 -0.155
C -2.0805 -3.5284 2.2006 -0.04 0.02 0.01 -0.080
C -2.8350 -4.4117 1.4407 0.00 -0.01 0.02 -0.080
C -3.5312 -3.9580 0.3282 0.02 -0.03 -0.05 -0.091
C -3.4890 -2.6127 -0.0137 -0.04 0.07 0.10 -0.178
C -2.6221 1.4947 -1.5493 -0.14 -0.33 0.58 -0.366
C -1.6595 2.4865 -1.6412 0.10 0.11 -0.04 -0.171
C -1.4455 3.1169 -2.8604 0.03 0.00 0.03 -0.083
C -2.1871 2.7537 -3.9758 -0.04 0.00 0.04 -0.076
C -3.1636 1.7728 -3.8706 -0.03 0.06 -0.06 -0.102
C -3.3865 1.1444 -2.6541 -0.07 0.06 0.10 -0.161
C -3.2507 2.1287 1.8725 -0.04 -0.52 -0.45 -0.403
C -2.7839 1.9716 3.1697 -0.04 0.04 0.06 -0.167
C -2.8957 3.0241 4.0666 0.02 -0.04 0.02 -0.083
C -3.4748 4.2220 3.6689 -0.03 0.01 -0.01 -0.088
C -3.9610 4.3632 2.3782 -0.01 0.05 -0.02 -0.088
C -3.8562 3.3110 1.4769 -0.02 -0.04 -0.06 -0.139
H -1.4165 -1.4966 2.4317 -0.04 -0.03 0.02 0.054
H -1.5351 -3.8821 3.0669 -0.01 0.00 -0.04 0.096
H -2.8931 -5.4547 1.7248 0.03 -0.01 -0.02 0.104
H -4.1191 -4.6484 -0.2642 0.01 -0.01 -0.01 0.105
H -4.0431 -2.2506 -0.8739 -0.08 -0.02 0.07 0.086
H -1.0676 2.7633 -0.7776 0.05 -0.03 -0.01 0.061
H -0.6919 3.8903 -2.9332 0.03 0.00 -0.01 0.097
H -2.0111 3.2427 -4.9256 -0.01 0.00 0.00 0.105
H -3.7565 1.5027 -4.7361 0.01 0.00 0.02 0.104
H -4.1634 0.3917 -2.5706 0.03 0.05 0.02 0.083
H -2.3178 1.0449 3.4818 0.04 0.01 0.00 0.081
H -2.5181 2.9124 5.0753 -0.02 0.00 0.00 0.104
H -3.5498 5.0455 4.3673 0.00 -0.01 0.00 0.102
H -4.4182 5.2942 2.0673 0.01 0.00 0.00 0.103
H -4.2365 3.4221 0.4670 0.01 0.04 0.00 0.096
```
Positions in Å, forces in eV/Å.

Summary:
- highest occupied orbital energy (spin up / spin down) (eV) = -6.9 / -7.6
- 2S+1 = 6
- relative energy (zero: lowest compared OMol25 entry of this formula, charge and spin) (eV) = 0.482
- ⟨S²⟩ = 8.78
- DFT total energy (eV) = -113198.0568
- frontier orbital gap (spin up / spin down) (eV) = 6.8 / 5.9

---

4.
ORCA calculation (ωB97M-V with the def2-TZVPD basis set) on an isolated ion of composition C2H8N3 and charge +1 in a non-equilibrium geometry.

XYZ file:
```
13
Properties=species:S:1:pos:R:3:forces:R:3:lowdin_charge:R:1
C -0.2797 -0.2025 0.6971 -0.84 0.40 -0.45 -0.212
C -0.4253 -0.7137 -0.8241 -0.06 0.67 4.13 -0.120
N 0.9311 0.5114 1.0334 0.42 1.74 -2.58 -0.012
N 1.5052 0.2274 2.0899 3.26 0.18 0.94 0.103
N -0.7572 0.4045 -1.6886 -0.13 -0.63 -2.70 0.086
H -1.0904 0.6108 0.9513 0.94 -1.96 -0.31 0.159
H -0.1291 -1.0414 1.3832 -1.75 -0.47 -0.18 0.101
H 0.4521 -1.1909 -1.1683 0.87 -0.58 -0.48 0.054
H 1.2020 -0.4451 2.7356 -1.40 -1.47 1.10 0.113
H 2.5143 0.4576 2.3268 -1.54 0.43 -1.11 0.186
H 0.1070 1.0055 -1.7786 -1.54 -0.10 -0.67 0.183
H -1.5821 0.8979 -1.3828 -0.01 0.72 0.71 0.141
H -1.1718 -0.0123 -2.6165 1.79 1.08 1.58 0.218
```
Positions in Å, forces in eV/Å.

Summary:
- highest occupied orbital energy (spin up / spin down) (eV) = -11.3 / -12.7
- charge = +1
- relative energy (zero: lowest compared OMol25 entry of this formula, charge and spin) (eV) = 6.376
- DFT total energy (eV) = -6662.2529
- frontier orbital gap (spin up / spin down) (eV) = 5.8 / 8.3

---

5.
ORCA calculation (ωB97M-V with the def2-TZVPD basis set) on one molecule with the formula C4H8O2.

XYZ file:
```
14
Properties=species:S:1:pos:R:3:forces:R:3:lowdin_charge:R:1
C 1.7400 -0.6324 -0.9558 0.11 -0.11 -0.05 -0.048
O 0.6188 0.2522 -0.7766 -0.05 0.12 0.19 -0.122
C -0.6026 -0.4761 -0.0206 0.07 -0.05 -0.11 -0.208
C -0.4947 0.0742 1.2996 -0.15 -0.16 0.22 -0.085
C -1.6109 0.5215 0.4358 -0.14 -0.27 0.00 -0.371
O -1.6333 1.8263 -0.0965 0.13 0.17 0.14 -0.036
H 1.4788 -1.3494 -1.7356 0.05 0.09 0.12 0.096
H 1.9591 -1.1494 -0.0146 -0.03 0.07 -0.13 0.101
H 2.5937 -0.0325 -1.2750 -0.13 -0.10 0.05 0.095
H -0.7353 -1.4442 -0.4964 0.02 0.16 0.13 0.140
H 0.6902 0.7110 0.1918 0.02 -0.05 -0.27 0.147
H -0.5884 -0.4687 2.2344 -0.01 0.08 -0.15 0.065
H -2.6289 0.1323 0.5344 0.18 0.06 0.01 0.137
H -1.1590 2.3709 0.5449 -0.08 -0.01 -0.14 0.088
```
Positions in Å, forces in eV/Å.

Summary:
- highest occupied orbital energy (eV) = -8.2
- relative energy (zero: lowest compared OMol25 entry of this formula, charge and spin) (eV) = 5.675
- DFT total energy (eV) = -8367.6064
- frontier orbital gap (eV) = 9.0

---

6.
ORCA calculation (ωB97M-V with the def2-TZVPD basis set) on H14NeO7 as an isolated structure.

XYZ file:
```
22
Properties=species:S:1:pos:R:3:forces:R:3:lowdin_charge:R:1
Ne 2.7487 7.8952 -6.2698 -0.01 -0.06 -0.01 0.035
O 1.3152 9.4426 -3.3702 0.08 -0.35 0.38 -0.055
H 1.8771 9.9865 -2.8183 0.04 0.13 0.23 0.027
H 1.4523 9.7776 -4.2563 -0.13 0.11 -0.61 -0.027
O 5.8670 8.3664 -7.0247 0.20 0.09 -0.39 -0.062
H 5.4344 8.1919 -6.1889 -0.02 -0.11 0.58 -0.033
H 5.1491 8.4757 -7.6483 -0.10 0.02 -0.21 0.018
O -0.6574 6.9351 -8.6506 0.05 0.22 -0.58 -0.063
H -0.8428 6.0078 -8.7989 -0.09 -0.16 0.00 0.024
H -0.2812 6.9668 -7.7710 -0.04 0.00 0.57 -0.018
O 1.8585 10.6662 -5.9489 -0.01 -0.03 0.21 -0.044
H 2.5304 11.2592 -5.6126 0.23 0.23 0.05 0.049
H 1.8585 10.8151 -6.8944 -0.13 -0.08 -0.27 0.053
O -0.1709 6.1858 -5.8898 -0.32 0.24 -0.13 -0.053
H 0.4701 5.5067 -6.0999 0.51 -0.43 -0.06 -0.013
H -0.0780 6.3200 -4.9466 -0.01 0.18 0.22 0.047
O 5.0936 7.9104 -4.2607 -0.02 0.05 -0.12 -0.037
H 4.2155 8.1133 -3.9382 -0.39 0.06 0.04 0.032
H 5.5694 7.6078 -3.4872 0.24 -0.10 0.10 0.051
O 1.9247 4.1912 -6.3406 -0.17 0.10 0.13 -0.034
H 1.6173 3.3292 -6.6212 -0.14 -0.27 -0.03 0.051
H 2.7258 4.3359 -6.8441 0.26 0.17 -0.12 0.052
```
Positions in Å, forces in eV/Å.

Summary:
- highest occupied orbital energy (eV) = -10.8
- DFT total energy (eV) = -18068.6628
- frontier orbital gap (eV) = 11.0